No. 1
Formula: C17H29BINO7S2
Source: the OMol25 dataset
Level of theory: ωB97M-V/def2-TZVPD

Properties
* Kohn-Sham gap: 8.58 eV
* structure (SMILES): CC(C)=NB(I)CC(=O)c1ccccc1.CCOS(C)(=O)=O.CCOS(C)(=O)=O
* energy: -64363.9719 eV
* 2S+1: 1
* HOMO energy: -8.634 eV

Each line ends with the Mulliken charge.
Element x y z (Å)
C (-2.548, -1.836, -2.625)  -0.905
C (-1.000, -1.441, -2.393)  0.671
C (0.022, -1.887, -3.561)  -0.942
N (-0.648, -0.819, -1.275)  -0.587
B (0.288, 0.331, -1.542)  0.354
I (-0.298, 1.728, -3.172)  -0.110
C (1.636, 0.521, -0.650)  -0.463
C (1.530, 1.703, 0.457)  -0.091
O (2.098, 1.462, 1.567)  -0.522
C (0.817, 3.104, 0.205)  0.783
C (1.709, 4.384, 0.090)  -0.299
C (1.054, 5.775, -0.201)  -0.508
C (-0.501, 5.919, -0.392)  -0.383
C (-1.404, 4.671, -0.248)  -0.522
C (-0.713, 3.303, 0.042)  -0.218
H (-3.197, -1.170, -1.961)  0.298
H (-2.696, -2.943, -2.350)  0.123
H (-2.790, -1.742, -3.737)  0.322
H (1.048, -2.176, -3.143)  0.284
H (0.114, -1.059, -4.362)  0.263
H (-0.466, -2.779, -4.083)  0.275
H (2.512, 0.805, -1.337)  0.264
H (1.828, -0.471, -0.103)  0.267
H (2.842, 4.376, 0.191)  0.339
H (1.688, 6.732, -0.287)  0.305
H (-0.999, 6.923, -0.638)  0.314
H (-2.536, 4.668, -0.377)  0.332
H (-1.356, 2.348, 0.128)  0.354
C (1.039, 5.371, 7.306)  -0.987
C (2.500, 5.048, 7.049)  -0.353
O (2.650, 4.082, 6.011)  -0.285
S (2.434, 4.556, 4.477)  1.253
C (3.081, 3.104, 3.698)  -0.580
O (3.315, 5.663, 4.202)  -0.673
O (1.022, 4.625, 4.208)  -0.600
H (0.591, 5.879, 6.450)  0.301
H (0.934, 6.024, 8.176)  0.383
H (0.467, 4.456, 7.475)  0.257
H (3.071, 5.953, 6.819)  0.323
H (2.934, 4.614, 7.953)  0.270
H (4.142, 3.021, 3.931)  0.396
H (2.939, 3.211, 2.625)  0.003
H (2.533, 2.236, 4.060)  0.289
C (-0.002, -7.522, -2.585)  -0.942
C (-0.890, -8.023, -3.708)  -0.310
O (-2.274, -7.895, -3.383)  -0.300
S (-2.947, -6.426, -3.441)  1.290
C (-4.634, -6.946, -3.313)  -0.985
O (-2.736, -5.864, -4.751)  -0.655
O (-2.602, -5.707, -2.242)  -0.584
H (-0.108, -6.444, -2.448)  0.251
H (1.049, -7.731, -2.799)  0.383
H (-0.274, -7.995, -1.638)  0.262
H (-0.666, -7.511, -4.649)  0.314
H (-0.699, -9.087, -3.867)  0.271
H (-4.895, -7.526, -4.197)  0.325
H (-5.255, -6.052, -3.252)  0.367
H (-4.751, -7.541, -2.407)  0.317



No. 2
Formula: C3H8N4O
Source: the OMol25 dataset
Level of theory: ωB97M-V/def2-TZVPD

Properties
* Kohn-Sham gap: 8.13 eV
* structure (SMILES): N=C=C(O)[C@@H](N)NN
* energy: -11243.7898 eV
* 2S+1: 1
* HOMO energy: -7.316 eV

Each line ends with the Mulliken charge.
Element x y z (Å)
N (1.345, -2.310, 0.790)  -0.626
C (0.927, -1.206, 0.409)  0.341
C (1.233, -0.028, -0.174)  0.128
O (2.288, 0.759, 0.310)  -0.507
C (0.013, 0.817, -0.381)  -0.050
N (-0.259, 1.192, -1.700)  -0.536
N (-1.025, -0.438, 0.235)  -0.241
N (-2.311, -0.089, 0.714)  -0.706
H (0.908, -2.733, 1.604)  0.264
H (2.862, 0.170, 0.825)  0.317
H (-0.058, 1.673, 0.301)  0.332
H (0.230, 2.019, -2.022)  0.254
H (-0.134, 0.428, -2.359)  0.255
H (-1.161, -1.125, -0.500)  0.272
H (-2.231, 0.114, 1.710)  0.242
H (-2.627, 0.757, 0.237)  0.260



No. 3
Formula: C13H11CdI2N2OSe4
Source: the OMol25 dataset
Level of theory: ωB97M-V/def2-TZVPD

Properties
* Kohn-Sham gap: 5.57 eV
* energy: -300842.9872 eV
* charge: -1
* 2S+1: 1
* HOMO energy: -3.543 eV

Each line ends with the Mulliken charge.
Element x y z (Å)
Cd (1.981, 0.274, -1.707)  1.400
I (-5.172, 0.266, 1.352)  0.004
C (-3.338, 0.709, 0.442)  -0.334
C (-2.729, 1.936, 0.673)  -0.416
C (-1.519, 2.200, 0.062)  -0.274
I (-0.559, 4.018, 0.443)  0.030
C (-0.849, 1.286, -0.801)  0.558
O (0.278, 1.582, -1.341)  -1.232
C (-1.508, 0.034, -0.987)  0.920
C (-0.887, -1.035, -1.855)  -1.148
N (0.364, -1.561, -1.266)  -0.418
C (0.202, -2.028, 0.102)  -1.081
C (0.541, -0.962, 1.129)  0.730
C (-0.066, -0.948, 2.378)  -0.753
C (0.280, 0.046, 3.276)  -0.360
C (1.224, 0.993, 2.906)  -0.685
C (1.782, 0.900, 1.644)  -0.453
N (1.448, -0.059, 0.780)  0.307
C (-2.731, -0.224, -0.380)  -0.548
H (-3.185, 2.670, 1.322)  0.354
H (-0.650, -0.647, -2.846)  0.203
H (-1.621, -1.839, -1.979)  0.454
H (0.749, -2.283, -1.861)  0.294
H (0.855, -2.887, 0.265)  0.493
H (-0.825, -2.361, 0.289)  0.330
H (-0.823, -1.683, 2.622)  0.409
H (-0.196, 0.093, 4.249)  0.392
H (1.508, 1.798, 3.570)  0.417
H (2.509, 1.624, 1.294)  0.348
H (-3.207, -1.184, -0.550)  0.355
Se (1.925, -0.327, -4.266)  -0.430
Se (4.134, -0.147, -4.928)  -0.206
Se (5.627, -0.233, -3.013)  -0.213
Se (4.459, -0.019, -1.019)  -0.447



No. 4
Formula: CH2N2O3S
Source: the OMol25 dataset
Level of theory: ωB97M-V/def2-TZVPD

Properties
* Kohn-Sham gap: 5.66 eV
* energy: -21025.4503 eV
* charge: -2
* 2S+1: 1
* HOMO energy: 1.284 eV

Each line ends with the Mulliken charge.
Element x y z (Å)
C (-1.170, -0.643, -0.304)  0.318
N (-2.253, -0.624, 0.381)  -0.338
N (-0.087, -1.065, 0.749)  -0.600
O (-4.372, 0.383, 1.415)  -0.591
O (-0.768, -0.469, -1.481)  -0.749
O (-4.451, -0.246, -1.043)  -0.631
S (-3.646, 0.387, 0.075)  0.149
H (0.933, -0.870, 0.503)  0.164
H (-0.523, -0.785, 1.647)  0.278